(1)
Density functional theory data (ωB97M-V/def2-TZVPD) for the molecule C22H22N4O4S at a distorted geometry.

```
53
Properties=species:S:1:pos:R:3
O -1.09290 -3.00122 -1.91410
C -0.55955 -3.11714 -0.82860
N 0.74956 -2.85891 -0.63177
C 1.47310 -2.83065 0.61750
H 0.87024 -3.20461 1.44134
C 1.90997 -1.38773 0.90100
N 2.75169 -0.92417 -0.17827
C 3.79611 -0.04192 0.06437
C 4.10121 1.01265 -0.79988
C 5.18014 1.84208 -0.55769
C 5.98498 1.65164 0.55077
C 5.70057 0.60423 1.41098
C 4.63022 -0.23318 1.17190
H 4.45502 -1.05794 1.84606
H 6.32557 0.43001 2.27490
H 6.82290 2.30470 0.73986
H 5.38532 2.65308 -1.24168
H 3.48750 1.20278 -1.66529
C 2.03414 -0.92428 -1.43238
H 2.70078 -0.62417 -2.23992
C 1.54698 -2.34802 -1.72853
H 0.93174 -2.36109 -2.62894
H 2.41190 -3.00573 -1.86499
H 1.17138 -0.23910 -1.40412
H 2.44037 -1.34239 1.84925
H 1.00953 -0.75632 0.98179
H 2.36449 -3.46021 0.51211
C -1.37295 -3.58437 0.37368
H -0.90879 -4.41600 0.90030
H -2.37202 -3.85533 0.03554
S -1.55428 -2.22500 1.58384
C -2.69389 -1.26152 0.71350
N -3.76025 -1.63654 0.08041
N -4.33120 -0.52098 -0.39859
C -3.59810 0.47831 -0.03215
O -2.52458 0.07512 0.68423
C -3.79851 1.91887 -0.36286
O -2.86301 2.32442 -1.33977
C -1.58722 2.47020 -0.84152
C -0.52664 2.46829 -1.73726
C 0.76990 2.57672 -1.27359
C 1.01985 2.65828 0.08783
C -0.03163 2.67797 0.98357
C -1.34227 2.60813 0.52645
O -2.35883 2.65462 1.44662
C -3.63886 2.80109 0.88611
H -3.80710 3.84455 0.58532
H -4.35556 2.52398 1.66185
H 0.13369 2.75437 2.04622
H 2.03542 2.71013 0.44946
H 1.58677 2.59073 -1.97772
H -0.74822 2.37681 -2.78857
H -4.78716 2.03283 -0.81416
```

## Properties
- Kohn-Sham gap: 8.303 eV
- SMILES string: O=C(CSc1nnc([C@H]2COc3ccccc3O2)o1)N1CCN(c2ccccc2)CC1
- HOMO: -7.8713 eV
- E: -1769.69030 Ha
- Energy above the lowest of the compared OMol25 structures with the same formula, charge and spin: 321.0 kJ/mol

(2)
Density functional theory data (ωB97M-V/def2-TZVPD) for a cluster of 3 separate species, C22H22O10S2 in total at a distorted geometry.

```
56
Properties=species:S:1:pos:R:3
C -0.38640 0.89565 4.96594
C -0.35760 -0.44303 4.26057
C -1.53454 -0.97933 3.74333
C -1.51042 -2.17437 3.02730
C -0.31432 -2.84819 2.83287
C -0.23229 -4.11001 2.00304
C 0.38271 -3.78676 0.64681
C 1.58081 -4.35933 0.23219
C 2.12801 -4.00870 -0.99919
C 1.49384 -3.09164 -1.82082
C 0.27917 -2.52364 -1.41925
C -0.26474 -2.86570 -0.18775
C -0.43289 -1.56195 -2.29826
O -1.28076 -0.81260 -1.89269
C -0.04961 -1.59849 -3.72941
C 1.10701 -2.13120 -4.10306
C 2.06875 -2.67678 -3.12070
O 3.24512 -2.75164 -3.36371
C 0.86464 -2.33293 3.37536
C 0.83660 -1.13581 4.08100
H -0.52681 0.77429 6.03535
H 0.52834 1.41852 4.72204
H -1.20864 1.45579 4.53172
H -2.46190 -0.43934 3.86439
H -2.43595 -2.55030 2.61241
H 0.37506 -4.86032 2.49881
H -1.23215 -4.48710 1.80296
H 2.08832 -5.06600 0.87121
H 3.06608 -4.42654 -1.33419
H -1.18697 -2.40516 0.13100
H -0.76455 -1.19577 -4.42998
H 1.40151 -2.18589 -5.14146
H 1.79354 -2.85785 3.20787
H 1.76707 -0.73665 4.45913
C 0.11079 2.26899 0.39216
C 0.78234 3.62672 0.36133
O 0.05343 4.41018 1.32728
S -0.44652 3.45237 2.50513
O 0.46801 3.56173 3.58435
O -1.83924 3.64685 2.68665
O -0.20018 2.05304 1.77574
H -0.82085 2.26827 -0.17569
H 0.75682 1.47236 0.03203
H 0.73530 4.08607 -0.62047
H 1.82332 3.56493 0.68730
C -1.52555 2.51881 -3.80854
C -0.62748 3.09092 -4.88795
O -0.58744 4.49920 -4.60683
S -0.68294 4.73390 -3.02900
O 0.63266 4.90596 -2.51947
O -1.71628 5.66273 -2.76924
O -1.17836 3.26306 -2.63130
H -2.58066 2.69078 -4.02746
H -1.35730 1.45913 -3.63441
H -1.01390 2.92758 -5.88960
H 0.38801 2.69519 -4.81683
```

## Properties
- Kohn-Sham gap: 7.355 eV
- SMILES string: Cc1ccc(Cc2ccc3c(c2)C(=O)C=CC3=O)cc1.O=S1(=O)OCCO1.O=S1(=O)OCCO1
- HOMO: -8.7913 eV
- E: -2400.26678 Ha
- Energy above the lowest of the compared OMol25 structures with the same formula, charge and spin: 0.0 kJ/mol

(3)
Density functional theory data (ωB97M-V/def2-TZVPD) for the molecule C22H23ClN4O2.

```
52
Properties=species:S:1:pos:R:3
C -1.57635 -2.66984 2.01715
C -2.33827 -1.39487 1.82292
C -2.01830 -0.26654 2.56266
C -2.72472 0.90745 2.39902
C -3.74314 1.01212 1.46204
C -4.02609 -0.10572 0.67515
C -3.36092 -1.31963 0.87749
C -3.73718 -2.53302 0.07826
H -4.01703 -3.34625 0.74663
H -4.58613 -2.31636 -0.56461
H -2.89532 -2.87559 -0.52428
O -4.97771 -0.06167 -0.34765
C -4.69898 0.85475 -1.39520
C -3.18798 1.03373 -1.57447
O -2.63599 2.10676 -1.47230
N -2.57202 -0.15436 -1.82264
N -1.27505 -0.52726 -1.67168
C -0.38537 0.27425 -1.23166
C 0.95252 -0.19650 -1.02803
C 2.00980 0.52447 -0.48596
N 3.09257 -0.28925 -0.45118
N 2.78004 -1.50214 -0.93903
C 1.51662 -1.47504 -1.29636
C 0.83550 -2.64705 -1.89149
H 0.01074 -2.95620 -1.25314
H 1.54302 -3.46306 -2.00436
H 0.41655 -2.37780 -2.85827
C 4.39633 -0.05169 0.01340
C 5.08984 -1.11578 0.58198
C 6.37907 -0.92828 1.04111
C 6.98162 0.31527 0.93818
C 6.29501 1.36702 0.35595
C 5.00625 1.19020 -0.11577
H 4.49043 2.00744 -0.59234
H 6.76711 2.33302 0.25820
H 7.98684 0.46227 1.30309
H 6.91440 -1.75439 1.48416
H 4.60375 -2.07600 0.64608
Cl 1.98066 2.10358 0.14824
H -0.57578 1.31298 -0.97167
H -3.16494 -0.96324 -1.96411
H -5.14642 1.83655 -1.20751
H -5.14830 0.43132 -2.30027
C -4.49855 2.29943 1.32586
H -4.05771 2.91713 0.54228
H -4.45164 2.85704 2.25861
H -5.54253 2.10997 1.08413
H -2.48282 1.76842 3.00489
H -1.21580 -0.31201 3.28461
H -1.08513 -2.96555 1.09046
H -0.81651 -2.54744 2.78448
H -2.24270 -3.47874 2.31463
```

## Properties
- Kohn-Sham gap: 8.815 eV
- SMILES string: Cc1ccc(C)c(OCC(=O)N/N=C/c2c(C)nn(-c3ccccc3)c2Cl)c1C
- HOMO: -8.2741 eV
- E: -1681.80973 Ha
- Energy above the lowest of the compared OMol25 structures with the same formula, charge and spin: 165.3 kJ/mol

(4)
Density functional theory data (ωB97M-V/def2-TZVPD) for the molecule C22H23ClN6O at a distorted geometry.

```
53
Properties=species:S:1:pos:R:3
C 3.95335 2.12880 4.48517
C 3.38978 2.09722 3.06990
C 3.48780 0.70384 2.45529
H 4.53104 0.38544 2.43018
H 2.94100 -0.00617 3.08112
C 2.93306 0.67568 1.02475
C 3.01989 -0.68592 0.43841
N 4.03500 -1.12986 -0.26346
C 3.73324 -2.41088 -0.57673
C 2.50826 -2.76579 -0.07042
N 2.06907 -1.64311 0.59638
C 0.81219 -1.51336 1.28658
C -0.19281 -0.69422 0.51405
C -0.18906 -0.67633 -0.87568
C -1.12890 0.06055 -1.57024
C -2.09775 0.79494 -0.88959
C -2.09048 0.78849 0.50224
C -1.14962 0.04904 1.19412
H -1.15862 0.04879 2.27459
H -2.83377 1.35856 1.04047
C -3.09088 1.59135 -1.63359
C -3.18250 2.95810 -1.39430
C -4.04800 3.75224 -2.12395
C -4.83452 3.19059 -3.11762
C -4.77077 1.83255 -3.35870
C -3.91531 1.02243 -2.61357
C -3.95118 -0.40386 -2.86892
N -4.29260 -0.98276 -4.00251
N -4.24208 -2.28863 -3.79642
N -3.90103 -2.56230 -2.61039
N -3.70316 -1.40202 -1.97506
H -3.42441 -1.35342 -1.00825
H -5.38201 1.37024 -4.11785
H -5.49993 3.81018 -3.69876
H -4.10107 4.81182 -1.92382
H -2.54754 3.39864 -0.63939
H -1.10943 0.07687 -2.65028
H 0.55761 -1.23389 -1.42118
H 0.41886 -2.52116 1.45535
H 0.98424 -1.05555 2.26539
C 1.74574 -4.04517 -0.14396
H 0.74489 -3.87940 -0.55678
H 2.28689 -4.73051 -0.80697
O 1.53094 -4.62696 1.12916
H 2.38091 -4.89874 1.49248
Cl 4.78511 -3.38534 -1.49655
H 1.89554 1.01787 1.01743
H 3.52512 1.34550 0.40102
H 2.34356 2.41315 3.08703
H 3.93841 2.80412 2.44454
H 3.87738 3.12896 4.90478
H 5.00056 1.83573 4.48358
H 3.40797 1.44366 5.13094
```

## Properties
- Kohn-Sham gap: 8.659 eV
- SMILES string: CCCCc1nc(Cl)c(CO)n1Cc1ccc(-c2ccccc2-c2nnn[nH]2)cc1
- HOMO: -8.5263 eV
- E: -1716.11188 Ha
- Energy above the lowest of the compared OMol25 structures with the same formula, charge and spin: 0.9 kJ/mol

(5)
Density functional theory data (ωB97M-V/def2-TZVPD) for the molecule C22H23ClO2Si at a distorted geometry.

```
49
Properties=species:S:1:pos:R:3
Cl -1.78033 4.42554 0.91191
O 0.13697 -0.94247 -2.88415
O 0.19615 -3.27397 1.72462
C 0.24089 2.83636 -4.57280
C -0.48337 1.80789 -5.19084
C 1.09612 2.48506 -3.59671
C -2.59874 -0.37908 -0.36013
C -0.27039 2.27557 0.28285
C -1.16276 2.31793 2.52792
C -0.51143 0.53288 -4.67380
C 1.02002 1.26521 -2.96449
C -1.86345 -0.19309 -1.55495
C -2.35052 -1.31323 0.62881
C -0.64054 -2.13926 -0.88934
C 0.46412 1.08795 0.55470
C -0.48739 1.14257 2.68003
C -1.10066 2.89883 1.24820
C 0.20455 0.27241 -3.50264
C -0.79726 -1.06417 -1.79027
C -1.40358 -2.26870 0.26414
C 0.35370 0.55223 1.76927
C -1.10831 -3.37117 1.20265
C 2.92496 -1.40083 1.17663
C 2.22955 -0.42216 3.87929
C 0.36169 -2.32390 2.74585
Si 1.39335 -0.81974 2.30620
H 0.14942 3.87308 -4.82468
H -1.06172 1.95315 -6.09599
H 1.71356 3.30126 -3.10931
H -3.37306 0.37851 -0.13776
H -0.19707 2.75989 -0.68625
H -1.64180 2.78185 3.31167
H -1.11240 -0.25363 -5.09441
H 1.64565 1.17729 -2.08465
H -2.11667 0.70883 -2.18434
H -2.92338 -1.43358 1.47190
H 0.17208 -2.78482 -0.98305
H 1.32140 0.81289 -0.09022
H -0.58297 0.70890 3.66119
H -1.10482 -4.28402 0.58392
H -1.77669 -3.45444 2.03754
H 3.60039 -2.05007 1.77175
H 2.48249 -1.95369 0.39638
H 3.39040 -0.46066 0.84005
H 3.12735 -0.93556 4.09136
H 2.47307 0.63237 3.85800
H 1.59823 -0.73909 4.71121
H -0.70076 -2.01922 3.03551
H 0.85395 -2.70790 3.59723
```

## Properties
- Kohn-Sham gap: 9.436 eV
- SMILES string: C[Si](C)(COCc1cccc(Oc2ccccc2)c1)c1ccc(Cl)cc1
- HOMO: -8.7388 eV
- E: -1752.23094 Ha
- Energy above the lowest of the compared OMol25 structures with the same formula, charge and spin: 152.4 kJ/mol

(6)
Density functional theory data (ωB97M-V/def2-TZVPD) for a structure of composition C22H23GeMnN5S4 at a distorted geometry.

```
56
Properties=species:S:1:pos:R:3
Mn 0.46583 0.75535 0.54294
C 3.82061 -0.52893 -2.35418
C 4.20346 -1.85572 -2.05204
C 3.52304 -2.49421 -1.04154
C 2.37812 -1.88198 -0.43540
N 2.07897 -0.55950 -0.67701
C 2.85543 0.09220 -1.57368
N 1.54687 -2.66807 0.27614
C 0.43428 -2.38335 0.88838
N -0.24927 -1.19820 1.05234
C -1.28894 -1.40193 1.93099
N -2.13291 -0.55836 2.48227
C -2.28616 0.78579 2.30860
C -3.52810 1.36398 2.81793
C -3.73261 2.73599 2.76386
C -2.72164 3.55300 2.25111
C -1.59526 2.92284 1.76902
N -1.31573 1.59938 1.77485
C -1.29819 -2.80595 2.34067
C -2.10830 -3.52066 3.22534
C -1.80510 -4.85961 3.48263
C -0.68541 -5.44779 2.87726
C 0.12293 -4.69364 2.03257
C -0.20639 -3.39821 1.74334
H 4.29945 0.03549 -3.17378
H 4.94194 -2.39948 -2.62662
H 3.73035 -3.51989 -0.70072
H 2.70644 1.15368 -1.69005
H -4.26809 0.66218 3.23353
H -4.69376 3.14652 3.09102
H -2.85165 4.61707 2.21991
H -0.80027 3.58463 1.39414
H -3.01961 -3.05175 3.63169
H -2.44606 -5.42624 4.15951
H -0.52403 -6.50921 2.92403
H 0.97043 -5.17043 1.56563
S 1.83779 -0.05845 2.34902
S 2.32450 1.38613 3.66299
S 2.51762 3.12514 2.57129
S 1.89473 2.76315 0.73885
C -1.50786 3.22075 -3.51131
Ge -0.10705 1.93253 -2.96668
C 1.54297 2.96325 -3.21943
C -0.02778 0.39414 -4.25880
C -0.59577 1.17945 -1.19302
H -1.73813 3.09345 -4.58714
H -1.20195 4.25599 -3.40669
H -2.40928 3.08588 -2.91990
H 1.31989 3.70427 -4.00659
H 2.35039 2.36542 -3.57666
H 1.83958 3.46338 -2.30909
H 0.11525 0.74272 -5.26860
H -0.94940 -0.18101 -4.21544
H 0.78927 -0.28153 -3.99110
H -1.16181 0.25657 -1.45083
H -1.35362 1.91376 -0.89557
```

## Properties
- Kohn-Sham gap (alpha / beta): 4.036 / 5.773 eV
- Multiplicity: 6
- HOMO (alpha / beta): 0.6138 / -0.9504 eV
- E: -5946.67574 Ha
- Total charge: -2

What is the E in the sixth record? -5946.67574 Ha

What is the formula in the second record? C22H22O10S2

Look up the E of the sixth one. -5946.67574 Ha

Repeat the fifth record exactly.
Density functional theory data (ωB97M-V/def2-TZVPD) for the molecule C22H23ClO2Si at a distorted geometry.

```
49
Properties=species:S:1:pos:R:3
Cl -1.78033 4.42554 0.91191
O 0.13697 -0.94247 -2.88415
O 0.19615 -3.27397 1.72462
C 0.24089 2.83636 -4.57280
C -0.48337 1.80789 -5.19084
C 1.09612 2.48506 -3.59671
C -2.59874 -0.37908 -0.36013
C -0.27039 2.27557 0.28285
C -1.16276 2.31793 2.52792
C -0.51143 0.53288 -4.67380
C 1.02002 1.26521 -2.96449
C -1.86345 -0.19309 -1.55495
C -2.35052 -1.31323 0.62881
C -0.64054 -2.13926 -0.88934
C 0.46412 1.08795 0.55470
C -0.48739 1.14257 2.68003
C -1.10066 2.89883 1.24820
C 0.20455 0.27241 -3.50264
C -0.79726 -1.06417 -1.79027
C -1.40358 -2.26870 0.26414
C 0.35370 0.55223 1.76927
C -1.10831 -3.37117 1.20265
C 2.92496 -1.40083 1.17663
C 2.22955 -0.42216 3.87929
C 0.36169 -2.32390 2.74585
Si 1.39335 -0.81974 2.30620
H 0.14942 3.87308 -4.82468
H -1.06172 1.95315 -6.09599
H 1.71356 3.30126 -3.10931
H -3.37306 0.37851 -0.13776
H -0.19707 2.75989 -0.68625
H -1.64180 2.78185 3.31167
H -1.11240 -0.25363 -5.09441
H 1.64565 1.17729 -2.08465
H -2.11667 0.70883 -2.18434
H -2.92338 -1.43358 1.47190
H 0.17208 -2.78482 -0.98305
H 1.32140 0.81289 -0.09022
H -0.58297 0.70890 3.66119
H -1.10482 -4.28402 0.58392
H -1.77669 -3.45444 2.03754
H 3.60039 -2.05007 1.77175
H 2.48249 -1.95369 0.39638
H 3.39040 -0.46066 0.84005
H 3.12735 -0.93556 4.09136
H 2.47307 0.63237 3.85800
H 1.59823 -0.73909 4.71121
H -0.70076 -2.01922 3.03551
H 0.85395 -2.70790 3.59723
```

## Properties
- Kohn-Sham gap: 9.436 eV
- SMILES string: C[Si](C)(COCc1cccc(Oc2ccccc2)c1)c1ccc(Cl)cc1
- HOMO: -8.7388 eV
- E: -1752.23094 Ha
- Energy above the lowest of the compared OMol25 structures with the same formula, charge and spin: 152.4 kJ/mol